(1)
66
Properties=species:S:1:pos:R:3:forces:R:3 method="wB97M-V/def2-TZVPD" max_force_ev_per_a=5.6 total_charge=+2 lumo_ev="-8.72 / -8.72" gap_ev="4.625 / 4.625" de_lowest_kcal_mol=0.0
P 3.463018 2.699707 -4.111328 0.8 0.3 -1.2
P 0.558266 2.276489 -5.448181 0.1 0.6 -1.7
C 3.274736 2.944842 -5.937442 0.3 -0.1 0.1
C 1.839181 3.299905 -6.340051 -0.3 0.1 0.1
H 3.625247 2.022797 -6.426247 -0.2 0.2 0.0
H 3.968423 3.749995 -6.219946 -0.1 -0.2 -0.1
H 1.608800 4.357521 -6.137935 0.2 -0.2 0.0
H 1.691867 3.134339 -7.417018 0.0 0.2 0.2
C 0.736078 0.802388 -6.552787 -0.1 -0.2 0.3
H -0.069705 0.085835 -6.351296 0.2 0.0 -0.1
H 1.700291 0.305171 -6.393160 -0.2 0.0 -0.1
H 0.668559 1.142150 -7.594681 0.0 -0.2 0.3
C -0.965273 2.943923 -6.230175 0.0 0.1 0.1
H -0.885970 2.866423 -7.323562 -0.1 0.1 0.3
H -1.102631 3.993143 -5.940676 -0.1 -0.2 -0.1
H -1.827462 2.358206 -5.884866 0.1 0.2 -0.2
C 5.253514 2.380682 -3.976582 0.1 0.0 -0.1
H 5.524874 2.323043 -2.914194 0.1 0.0 -0.3
H 5.804749 3.201597 -4.456087 0.1 -0.3 0.1
H 5.492756 1.428217 -4.465084 0.1 0.2 0.1
C 3.465006 4.482770 -3.670242 -0.1 0.0 0.3
H 2.487792 4.942971 -3.859727 0.2 0.0 0.1
H 4.228136 4.978164 -4.285972 -0.2 0.0 0.2
H 3.720066 4.607708 -2.610846 0.0 0.1 -0.2
Hf 0.178284 0.125279 -0.376973 -2.6 -2.7 4.1
C -0.924334 1.236680 -2.018890 -0.4 -1.2 -2.9
C -0.534611 0.021246 -2.641023 -1.8 2.4 -1.5
C 0.754907 -0.214917 -3.395373 0.7 -0.1 -0.6
C 2.039404 -0.632069 -2.630445 -0.5 -1.0 -0.3
C 2.264517 0.016675 -1.278626 2.1 2.4 0.1
C 2.077099 1.395545 -0.986663 2.3 -1.2 -1.9
C 1.426191 2.375080 -1.933755 -0.6 0.1 -0.1
C -0.118103 2.520487 -2.041177 0.1 0.6 0.9
C 0.372278 0.982691 1.584803 0.0 0.4 0.4
H -1.990353 1.379939 -1.816618 0.1 -0.4 0.2
H -1.310973 -0.726566 -2.842424 0.1 0.2 0.6
H 1.014056 0.693189 -3.985586 -0.5 -0.5 0.8
H 0.565462 -0.990283 -4.160721 -0.1 0.2 0.6
H 2.042651 -1.731325 -2.512140 0.0 0.4 0.2
H 2.906515 -0.432796 -3.298385 -0.4 0.2 0.6
H 2.927032 -0.557132 -0.622040 -0.1 0.3 0.1
H 2.645997 1.854740 -0.169773 -0.5 -0.6 0.1
H 1.744898 2.124017 -2.976557 0.1 0.0 0.9
H 1.826153 3.384464 -1.732255 -0.2 -0.5 0.2
H -0.480558 3.225582 -1.270422 0.0 -0.5 -0.1
H -0.322084 3.037007 -3.008320 0.1 -0.5 0.5
H -0.572335 1.357309 2.011824 0.3 0.0 -0.1
H 1.143890 1.766256 1.652604 -0.3 0.0 0.1
H 0.705544 0.153894 2.253562 -0.2 0.2 -0.4
C -4.326271 -1.490172 2.892916 0.1 -0.7 -0.1
C -3.776207 -0.293155 2.402617 0.5 0.1 -0.7
C -2.806014 -0.327665 1.401526 -0.1 0.0 0.5
C -2.258188 -1.553520 0.952152 -0.3 -0.8 0.3
C -1.101725 -1.655062 0.094649 0.8 1.3 -0.7
C -0.676317 -2.882426 -0.391364 -0.6 -0.2 0.5
C -1.345537 -4.071340 0.011741 0.1 -0.1 -0.2
C -2.401803 -4.016397 0.900814 0.3 -0.1 -0.3
C -2.871878 -2.782435 1.412574 0.2 1.1 -0.1
C -3.912512 -2.710954 2.370862 -0.2 0.4 0.2
H -5.090557 -1.459172 3.673163 0.3 0.0 -0.3
H -4.112366 0.665463 2.794578 0.0 -0.2 -0.2
H -2.449469 0.615752 0.963818 -0.1 -0.3 0.3
H 0.162277 -2.933872 -1.092999 -0.1 -0.2 0.2
H -1.017020 -5.031611 -0.387581 -0.1 0.3 0.2
H -2.913524 -4.926918 1.229372 0.3 0.3 -0.2
H -4.373855 -3.642795 2.703248 0.1 0.3 0.0

(2)
123
Properties=species:S:1:pos:R:3:forces:R:3 method="wB97M-V/def2-TZVPD" smiles="CCOC(=O)C(F)(F)F.CCOC(=O)C(F)(F)F.CCOC(=O)C(F)(F)F.COCCOCCOC.COCCOCCOC.COCCOCCOC.CC#N.CC#N" max_force_ev_per_a=2.3 lumo_ev=0.28 gap_ev=9.556 de_lowest_kcal_mol=0.0
C 1.077328 -3.307076 -0.895020 -0.7 -0.9 0.0
C 1.057039 -2.321476 -2.051199 -0.7 0.7 2.0
O 1.639850 -2.729420 -3.278016 -0.6 -0.3 -0.5
C 2.933023 -2.677814 -3.473660 -0.3 0.7 0.6
O 3.759323 -2.370826 -2.665352 0.4 0.0 0.0
C 3.267140 -3.008044 -4.936514 0.6 -1.2 0.2
F 2.198328 -3.270543 -5.664604 -0.2 0.3 -0.3
F 3.993803 -2.053687 -5.500832 -0.1 0.5 -0.1
F 4.026945 -4.123949 -4.936464 0.0 0.0 0.1
H 0.788293 -4.315541 -1.212221 0.4 0.0 -0.2
H 0.225782 -3.061903 -0.252554 0.2 0.4 0.1
H 1.962426 -3.360004 -0.264616 0.2 0.1 -0.3
H 1.425148 -1.370429 -1.659059 0.6 0.0 -0.6
H 0.003635 -2.101903 -2.213935 0.1 -0.2 -0.8
C 5.694547 -0.463692 -0.058100 -0.4 0.7 0.2
C 4.742233 -1.292929 0.794808 1.3 0.0 -0.2
O 3.714351 -0.388997 1.208794 -0.4 0.7 -0.4
C 2.883987 -0.735494 2.161589 0.0 -0.3 -0.4
O 2.852041 -1.787672 2.723738 -0.1 -0.3 0.5
C 1.806746 0.351579 2.411709 0.9 -0.6 -0.4
F 0.681436 -0.111533 1.869809 -0.4 0.2 0.3
F 1.661027 0.532169 3.722313 -0.3 0.2 0.1
F 2.106060 1.507817 1.836413 -0.1 0.3 0.2
H 6.572284 -1.010537 -0.391082 -0.1 -0.2 0.0
H 6.007405 0.424050 0.497379 0.2 -0.2 0.2
H 5.169001 -0.036262 -0.913999 0.0 -0.4 -0.2
H 5.249400 -1.660062 1.687726 -0.1 -0.1 0.0
H 4.376228 -2.137635 0.211953 -0.5 0.1 0.2
C -0.817263 -1.583904 4.490511 -0.3 0.7 -1.0
C -1.767969 -2.310405 5.407007 1.0 -0.4 -0.1
O -2.956646 -2.677015 4.686635 -0.1 0.2 -0.7
C -3.860708 -3.400533 5.321617 0.0 0.0 0.2
O -3.794368 -3.800682 6.442918 0.0 -0.1 0.1
C -5.101420 -3.688125 4.433666 -0.2 0.4 0.3
F -5.008434 -4.911506 3.885123 0.0 0.4 0.0
F -6.201741 -3.652098 5.203685 0.4 -0.1 -0.5
F -5.226191 -2.763765 3.465388 -0.1 -0.6 0.2
H -1.339889 -0.772901 3.970885 0.1 0.2 0.3
H -0.394788 -2.167794 3.668651 -0.1 -0.4 0.3
H 0.035075 -1.173485 5.028442 -0.1 0.0 0.2
H -2.042505 -1.686176 6.254169 0.0 -0.2 0.1
H -1.250606 -3.223784 5.706175 -0.4 0.0 0.5
C -2.848570 2.245269 6.177876 -0.3 -0.2 -0.4
O -1.637372 2.656413 6.753192 0.3 0.4 0.2
C -0.544348 2.829616 5.853545 -0.7 -0.6 0.4
C -0.674385 4.082433 5.013251 -0.3 -0.1 0.4
O -1.450941 3.811535 3.866517 0.3 -0.1 -0.2
C -1.699481 4.945068 3.046082 0.0 -0.3 0.4
C -2.808174 4.619236 2.059230 -0.1 -1.3 0.2
O -2.429704 3.815326 0.939421 0.4 1.5 -0.4
C -1.824045 2.591261 1.221155 0.1 -1.0 -0.2
H -3.139547 2.806106 5.283315 0.1 0.2 0.2
H -3.609004 2.380952 6.945126 0.0 -0.2 -0.1
H -2.810131 1.192601 5.859320 0.0 -0.1 0.2
H -0.492301 1.911759 5.260283 0.3 0.2 -0.4
H 0.325213 2.865315 6.506986 0.1 0.2 -0.1
H 0.313590 4.498949 4.797287 0.1 0.0 -0.4
H -1.209990 4.806969 5.637261 0.1 0.2 0.1
H -0.789174 5.260072 2.523541 0.1 -0.1 -0.1
H -1.978008 5.774137 3.706970 -0.3 0.1 -0.2
H -3.271153 5.549599 1.738284 0.2 -0.1 -0.6
H -3.594760 4.015196 2.529317 0.0 0.4 0.7
H -0.918602 2.644519 1.826653 -0.2 0.2 0.3
H -1.497519 2.113435 0.294232 -0.3 0.4 -0.2
H -2.552290 1.894537 1.668735 0.2 0.1 0.3
C 3.383747 5.909999 0.440285 -0.2 -0.1 -0.1
O 3.251099 5.526379 -0.914712 -0.1 0.4 0.2
C 4.472873 5.126541 -1.465608 0.6 -0.4 -0.7
C 4.221930 4.356131 -2.730432 -1.3 -0.3 -1.0
O 3.635699 3.103280 -2.435651 0.7 -0.2 0.6
C 3.368908 2.317520 -3.571036 -0.8 0.5 0.0
C 2.747593 0.998638 -3.129354 1.0 -0.1 -0.5
O 1.474019 1.117663 -2.568483 0.2 0.1 -0.5
C 1.435692 1.676553 -1.272906 -0.3 -0.3 0.8
H 4.056766 6.757850 0.603044 0.3 -0.1 -0.2
H 3.723647 5.031119 0.991565 0.0 0.2 0.4
H 2.418367 6.257200 0.803069 -0.2 -0.3 -0.1
H 5.047434 4.471980 -0.797247 -0.1 0.1 0.2
H 5.105033 5.979769 -1.744067 0.0 0.2 0.3
H 5.093259 4.214786 -3.383823 0.3 0.1 0.4
H 3.477897 4.889464 -3.348354 0.2 0.3 0.1
H 4.261726 2.211852 -4.201178 0.1 -0.4 0.2
H 2.619841 2.847658 -4.181888 0.0 -0.1 -0.1
H 3.427433 0.453833 -2.462800 0.0 0.2 0.2
H 2.693055 0.367044 -4.020716 -0.4 0.0 -0.1
H 1.157180 2.734216 -1.244779 -0.1 -0.1 -0.3
H 2.388612 1.609272 -0.738953 0.0 -0.2 -0.2
H 0.690125 1.071544 -0.747968 0.0 0.3 0.2
C -1.901935 -4.457514 -3.930053 0.1 -0.4 -0.2
O -3.137690 -3.810024 -3.725572 0.2 0.1 0.1
C -3.071721 -2.821019 -2.711771 -0.2 -0.1 -0.3
C -2.791460 -1.440452 -3.262089 -0.3 0.2 -0.4
O -1.629312 -1.447707 -4.064746 0.0 0.0 0.2
C -1.165644 -0.148399 -4.369472 1.1 0.0 0.5
C -0.058528 -0.271557 -5.421665 -1.0 0.0 0.2
O -0.583812 -0.811136 -6.619834 0.7 0.2 -0.2
C -1.084692 0.180322 -7.485404 -0.2 -0.7 -0.7
H -1.628833 -5.056778 -3.051433 0.1 0.1 0.1
H -1.087434 -3.775348 -4.178569 -0.1 0.1 0.0
H -2.021836 -5.163416 -4.751121 -0.1 0.1 -0.1
H -2.322874 -3.104573 -1.963377 0.0 0.0 0.1
H -4.064794 -2.814575 -2.260220 0.1 0.1 0.3
H -2.738288 -0.707240 -2.448319 0.3 -0.1 0.2
H -3.641527 -1.115730 -3.876457 -0.1 -0.1 -0.1
H -0.687697 0.274349 -3.477003 -0.1 0.2 0.1
H -1.981969 0.524989 -4.642786 -0.1 -0.1 -0.4
H 0.715804 -0.938582 -5.044800 -0.1 -0.2 0.0
H 0.420112 0.695768 -5.603238 -0.1 0.1 0.0
H -2.037593 0.567460 -7.121795 0.1 0.4 0.1
H -1.278744 -0.295537 -8.449359 -0.2 -0.2 0.1
H -0.352792 0.953804 -7.734048 0.0 0.3 0.5
C -3.029753 -5.668499 0.924509 0.0 0.3 -0.2
C -4.079637 -4.711340 0.620744 -0.4 0.1 -0.3
N -4.927434 -3.995880 0.323865 0.1 0.1 0.1
H -3.502635 -6.614939 1.176979 0.2 -0.1 0.1
H -2.419124 -5.276183 1.736549 0.0 -0.3 0.1
H -2.412208 -5.781205 0.033484 0.0 -0.1 0.1
C -3.140762 -1.241809 1.522132 0.1 0.4 0.1
C -2.066248 -0.853166 0.622298 -0.1 -0.2 -0.1
N -1.243753 -0.561800 -0.120800 0.2 0.0 -0.2
H -3.044477 -0.671852 2.445948 -0.1 0.0 0.0
H -3.075041 -2.300099 1.755799 -0.2 0.0 -0.1
H -4.084264 -0.986942 1.042163 -0.1 -0.3 0.1

(3)
23
Properties=species:S:1:pos:R:3:forces:R:3 method="wB97M-V/def2-TZVPD" max_force_ev_per_a=5.0 lumo_ev=-0.52 gap_ev=8.460 de_lowest_kcal_mol=108.5
C -1.574335 0.474419 1.774918 0.7 -0.7 -1.4
C -0.697756 -0.464200 2.079333 1.3 -1.2 1.8
C -0.952285 0.615242 -1.990780 -1.1 0.5 -0.3
C -1.671702 -1.126584 -0.000909 -0.4 -0.6 3.1
C -1.832150 0.368791 0.285814 0.0 -0.1 0.1
C -0.297497 -1.152237 0.717389 -1.4 -2.4 3.0
C -0.575200 0.807618 -0.531629 -0.9 0.4 0.4
C 0.483004 -0.117331 -0.016956 -0.5 -2.0 -2.0
C 2.302222 0.542739 -1.876807 -1.6 0.9 -4.6
N -0.321640 -0.274637 -2.749907 1.9 -0.8 0.9
O -1.961660 1.203337 -2.449378 1.3 -0.5 0.3
S 1.331032 -0.875449 -1.467885 -2.1 0.8 -0.7
H -2.008577 1.275850 2.286538 -0.5 0.7 1.2
H -0.251681 -0.777740 3.135064 -0.9 0.9 -2.5
H -2.422453 -1.827465 0.404081 0.3 0.6 0.4
H -1.589347 -1.402294 -0.981569 0.2 -0.3 -2.7
H -2.748934 0.877687 0.079191 -0.4 0.2 -1.0
H 0.156737 -2.142132 1.004686 -0.1 0.9 -1.0
H -0.287909 1.797906 -0.336232 0.1 1.6 0.0
H 1.178680 0.246429 0.641971 2.0 1.4 1.1
H 1.510268 1.174828 -2.492610 1.7 -0.6 1.7
H 3.023095 0.340775 -2.708574 -0.3 -0.3 1.1
H 2.741397 1.035990 -1.070829 0.6 0.7 1.3